No. 1
9
Properties=species:S:1:pos:R:3:nbo_charge:R:1 method="wB97M-V/def2-TZVPD" gap_ev=9.58 e_above_lowest_kj_mol=353.2 e_tot_ha=-300.3531
C -0.223 0.324 -0.569 -0.031
N 0.583 -0.280 0.438 -0.781
N -2.150 -0.049 -0.138 0.451
O -2.459 -1.177 -0.376 -0.426
O -2.812 0.682 0.539 -0.407
H -0.139 1.398 -0.676 0.206
H -0.431 -0.234 -1.417 0.208
H 0.515 -1.241 0.445 0.381
H 0.546 0.046 1.434 0.399

=====

No. 2
20
Properties=species:S:1:pos:R:3:nbo_charge:R:1 method="wB97M-V/def2-TZVPD" gap_ev="7.26 / 7.73" e_above_lowest_kj_mol=354.7 e_tot_ha=-1430.7434 spin_multiplicity=7 total_charge=+3 s2=12.011
O 0.000 -0.001 -3.370 -0.212
C 0.000 -0.003 -2.251 0.466
Eu -0.008 0.014 0.294 1.467
O 2.104 -2.687 -0.010 -0.163
C 1.405 -1.789 -0.040 0.413
C -1.417 1.795 -0.053 0.416
O -2.114 2.703 -0.011 -0.163
C -1.785 -1.398 -0.055 0.423
O -2.715 -2.128 -0.017 -0.158
C 1.815 1.404 -0.107 0.427
O 2.697 2.116 0.000 -0.180
C 0.434 1.096 4.409 -0.597
C 0.729 1.034 2.902 -0.149
O -0.139 -0.181 2.670 -0.727
H -0.650 1.268 4.540 0.259
H 1.007 1.907 4.834 0.269
H 0.719 0.133 4.865 0.257
H 0.386 1.949 2.349 0.221
H 1.803 0.825 2.668 0.228
H 0.352 -0.991 2.613 0.504

=====

No. 3
66
Properties=species:S:1:pos:R:3:nbo_charge:R:1 method="wB97M-V/def2-TZVPD" gap_ev="8.15 / 5.55" e_tot_ha=-7455.2484 spin_multiplicity=5 total_charge=+3 s2=6.037
Os 0.043 -0.144 0.168 1.163
C 3.153 -1.869 -1.160 -0.673
C 3.164 -0.534 -0.486 0.097
N 2.110 0.202 -0.117 -0.582
C 2.505 1.450 0.382 0.167
C 3.831 1.621 0.452 -0.411
S 4.620 0.243 -0.170 0.663
C 1.439 2.416 0.606 0.068
C 1.521 3.737 0.814 -0.392
S -0.042 4.416 0.782 0.666
C -0.761 2.930 0.494 0.101
N 0.136 1.936 0.439 -0.543
C -2.244 2.847 0.343 -0.675
H 2.225 -2.024 -1.700 0.243
H 3.298 -2.677 -0.440 0.257
H 3.972 -1.927 -1.876 0.281
H 4.382 2.484 0.799 0.289
H 2.407 4.345 0.944 0.289
H -2.658 3.840 0.173 0.276
H -2.701 2.446 1.249 0.252
H -2.521 2.224 -0.506 0.255
S -2.267 -0.412 0.343 0.268
C -2.880 -0.217 1.914 -0.240
C -4.289 -0.069 2.009 -0.138
C -4.859 0.148 3.244 -0.186
C -4.049 0.205 4.378 -0.093
C -2.656 0.033 4.291 -0.124
C -2.066 -0.193 3.073 -0.363
As -0.182 -0.587 2.931 1.031
C -0.137 -2.481 3.192 -0.406
C 1.087 -3.064 3.522 -0.240
C 1.157 -4.439 3.707 -0.182
C 0.014 -5.221 3.555 -0.169
C -1.199 -4.634 3.222 -0.200
C -1.279 -3.257 3.037 -0.163
C 0.596 0.175 4.489 -0.289
C 0.979 1.512 4.441 -0.247
C 1.455 2.116 5.593 -0.177
C 1.545 1.386 6.771 -0.153
C 1.162 0.051 6.806 -0.181
C 0.683 -0.572 5.660 -0.231
H -4.899 -0.104 1.115 0.255
H -5.930 0.280 3.331 0.267
H -4.501 0.371 5.349 0.258
H -2.056 0.067 5.192 0.243
H 1.972 -2.456 3.674 0.230
H 2.095 -4.897 3.996 0.246
H 0.066 -6.291 3.719 0.251
H -2.091 -5.243 3.128 0.247
H -2.236 -2.805 2.807 0.212
H 0.911 2.082 3.521 0.204
H 1.755 3.156 5.572 0.239
H 1.920 1.860 7.669 0.251
H 1.233 -0.511 7.728 0.250
H 0.383 -1.610 5.697 0.237
Br -0.096 -6.435 -2.165 0.259
C 0.002 -4.706 -1.547 -0.028
C -0.688 -3.686 -2.196 -0.243
C -0.617 -2.417 -1.683 0.050
N 0.116 -2.114 -0.578 -0.551
C 0.809 -3.106 0.015 0.075
C 0.769 -4.403 -0.432 -0.264
H -1.274 -3.878 -3.084 0.277
H -1.140 -1.606 -2.172 0.230
H 1.402 -2.841 0.872 0.228
H 1.338 -5.165 0.084 0.270

=====

No. 4
9
Properties=species:S:1:pos:R:3:lowdin_charge:R:1 method="wB97M-V/def2-TZVPD" gap_ev="8.36 / 7.62" e_above_lowest_kj_mol=0.0 e_tot_ha=-424.6356 total_charge=+3
H -1.378 0.136 0.433 0.234
O -1.675 0.919 -0.881 0.420
C -0.417 0.924 -0.779 0.068
C -0.167 0.290 0.512 -0.168
O 0.715 -0.767 0.670 -0.409
In 2.403 -1.121 0.091 1.609
Li 0.128 -2.491 0.265 0.836
H 0.307 1.073 -1.573 0.201
H 0.084 1.036 1.263 0.208

=====

No. 5
115
Properties=species:S:1:pos:R:3:lowdin_charge:R:1 method="wB97M-V/def2-TZVPD" gap_ev=4.35 e_above_lowest_kj_mol=277.4 e_tot_ha=-14031.2521 total_charge=-2
Ti -1.970 -0.449 -0.575 0.069
C 0.016 4.595 1.015 -0.066
C 0.856 3.430 0.613 -0.238
C 2.246 3.482 0.534 0.066
C 2.957 2.328 0.185 -0.228
N 2.359 1.179 -0.032 0.186
N 1.022 1.111 0.044 0.030
B 0.395 -0.258 -0.232 -0.768
N 0.674 -1.200 0.900 -0.027
N 1.365 -0.765 1.951 0.199
C 1.354 -1.448 3.069 -0.213
C 0.612 -2.634 3.211 0.023
C -0.095 -3.111 2.127 -0.284
C -1.125 -4.175 2.250 -0.104
C -0.009 -2.376 0.934 -0.625
S -1.002 -2.727 -0.424 0.751
C 2.226 -0.934 4.193 -0.537
C 1.614 -1.249 5.559 -0.072
C 2.429 0.576 4.065 -0.059
C 3.564 -1.675 4.023 -0.047
N 0.856 -0.797 -1.576 -0.014
N 2.073 -1.385 -1.492 0.194
C 2.713 -1.711 -2.586 -0.231
C 2.178 -1.487 -3.861 0.065
C 0.910 -0.911 -3.964 -0.245
C 0.234 -0.683 -5.277 -0.078
C 0.259 -0.550 -2.785 -0.593
S -1.273 0.174 -2.833 0.785
C 4.050 -2.399 -2.385 -0.547
C 3.925 -3.862 -2.828 -0.042
C 5.128 -1.691 -3.217 -0.043
C 4.438 -2.354 -0.907 -0.049
C 0.254 2.204 0.307 -0.553
S -1.416 1.983 0.195 0.793
C 4.465 2.282 0.000 -0.540
C 4.701 1.775 -1.429 -0.051
C 5.064 1.293 1.010 -0.044
C 5.151 3.635 0.197 -0.067
H 0.615 5.503 1.083 0.073
H -0.447 4.395 1.985 0.098
H -0.787 4.745 0.290 0.065
H 2.750 4.412 0.740 0.106
H 0.496 -3.106 4.174 0.078
H -1.201 -4.520 3.279 0.033
H -0.942 -5.000 1.565 0.071
H -2.086 -3.721 1.970 0.069
H 0.552 -0.995 5.579 0.005
H 2.105 -0.653 6.324 0.081
H 1.729 -2.298 5.820 0.074
H 1.506 1.090 4.334 0.033
H 2.706 0.838 3.047 0.048
H 3.212 0.909 4.745 0.076
H 3.401 -2.751 4.087 0.078
H 4.264 -1.385 4.804 0.075
H 4.007 -1.453 3.053 0.070
H 2.701 -1.782 -4.759 0.113
H 0.804 -1.137 -6.087 0.074
H 0.143 0.392 -5.471 0.083
H -0.779 -1.100 -5.271 0.067
H 3.677 -3.932 -3.887 0.076
H 3.146 -4.363 -2.255 0.093
H 4.868 -4.379 -2.656 0.079
H 4.918 -1.765 -4.284 0.072
H 6.102 -2.141 -3.029 0.083
H 5.175 -0.638 -2.949 0.066
H 3.676 -2.836 -0.300 0.086
H 4.523 -1.325 -0.573 0.061
H 5.387 -2.864 -0.751 0.083
H 4.122 0.865 -1.572 0.052
H 5.755 1.567 -1.602 0.080
H 4.364 2.518 -2.154 0.088
H 4.548 0.338 0.950 0.061
H 4.962 1.680 2.023 0.084
H 6.124 1.141 0.799 0.081
H 4.805 4.367 -0.529 0.080
H 6.224 3.504 0.068 0.081
H 4.971 4.014 1.200 0.081
O -3.554 0.854 -0.779 -0.267
C -4.512 1.516 -0.361 -0.459
C -5.099 1.368 1.007 -0.128
C -4.938 2.634 1.856 -0.194
C -6.056 3.639 1.610 -0.211
C -6.044 4.233 0.201 -0.192
C -6.267 3.187 -0.895 -0.185
N -5.086 2.408 -1.187 0.095
H -4.589 0.530 1.501 0.018
H -6.157 1.102 0.927 0.132
H -3.958 3.085 1.670 0.110
H -4.979 2.330 2.908 0.032
H -5.969 4.442 2.344 0.106
H -7.012 3.144 1.790 0.111
H -5.087 4.730 0.029 0.113
H -6.835 4.982 0.114 0.098
H -6.560 3.680 -1.827 0.115
H -7.081 2.515 -0.591 0.122
H -4.625 2.549 -2.077 0.156
F -4.211 -2.110 -6.252 -0.008
C -4.128 -2.034 -4.886 -0.310
C -4.889 -1.095 -4.214 -0.043
C -4.817 -1.037 -2.840 -0.066
C -3.981 -1.904 -2.103 -0.360
C -3.843 -1.783 -0.678 -0.277
C -3.275 -2.884 -2.837 -0.088
C -3.331 -2.941 -4.212 -0.046
H -5.539 -0.427 -4.766 0.104
H -5.433 -0.316 -2.311 0.101
H -3.596 -2.723 -0.154 0.033
H -4.693 -1.287 -0.176 0.061
H -2.687 -3.627 -2.306 0.076
H -2.785 -3.696 -4.765 0.108
Se -5.013 0.078 4.549 -0.233
Sb -2.706 -0.511 3.944 -0.262
Se -2.276 -0.578 1.533 0.400
Se -1.421 1.129 5.220 -0.250
Se -2.260 -2.530 5.248 -0.171

=====

No. 6
12
Properties=species:S:1:pos:R:3:nbo_charge:R:1 method="wB97M-V/def2-TZVPD" gap_ev=10.48 e_above_lowest_kj_mol=204.6 e_tot_ha=-499.8399
C 1.906 0.583 0.040 -0.245
O 1.338 -0.768 -0.044 -0.546
C 0.118 -1.382 -0.005 0.498
N -1.120 -1.145 0.005 -0.917
Si -2.008 0.337 -0.034 1.057
H 2.320 0.826 -0.934 0.197
H 1.147 1.312 0.333 0.187
H 2.687 0.518 0.793 0.199
H 0.403 -2.443 -0.016 0.144
H -1.987 0.953 1.297 -0.190
H -3.340 -0.101 -0.439 -0.179
H -1.464 1.310 -0.996 -0.203

=====

No. 7
8
Properties=species:S:1:pos:R:3:nbo_charge:R:1 method="wB97M-V/def2-TZVPD" gap_ev=7.38 e_above_lowest_kj_mol=135.8 e_tot_ha=-626.8835
C 0.795 -1.310 0.032 0.422
C -0.433 -0.479 -0.150 -0.325
C -0.333 0.911 -0.351 -0.065
C -0.144 2.140 0.073 -0.113
H 0.335 -2.427 0.627 0.101
H -0.188 3.196 0.102 0.240
O 1.941 -1.035 -0.216 -0.455
S -1.974 -0.995 -0.118 0.194

=====

No. 8
9
Properties=species:S:1:pos:R:3:nbo_charge:R:1 method="wB97M-V/def2-TZVPD" gap_ev=8.61 e_above_lowest_kj_mol=368.3 e_tot_ha=-602.4811 total_charge=+1
C 0.871 0.453 -1.443 0.275
N 0.845 2.322 1.366 -0.175
N 0.595 1.081 -0.438 -0.086
N 0.261 1.488 0.693 0.072
S 0.678 -0.868 -2.423 0.347
H -1.121 -0.613 0.474 -0.032
H -1.179 -0.211 1.106 0.030
H 0.331 2.442 2.239 0.376
H 1.950 -1.015 -2.726 0.194

=====

No. 9
21
Properties=species:S:1:pos:R:3:nbo_charge:R:1 method="wB97M-V/def2-TZVPD" gap_ev=3.75 e_above_lowest_kj_mol=516.8 e_tot_ha=-1990.4444 total_charge=+2
C -0.774 1.041 2.429 -0.654
C -1.159 1.620 0.921 -0.423
C 0.069 1.248 -0.154 -0.084
O -0.424 0.900 -1.494 -0.491
C -0.111 -0.488 -1.867 0.286
O -0.991 -1.587 -1.361 -0.486
C 0.038 -2.566 -0.890 0.924
O -0.291 -3.865 -0.717 -0.495
O 1.367 -1.902 -0.699 -0.569
C 1.446 -1.006 -1.902 -0.128
I 1.809 -2.442 -3.512 0.249
H -1.047 1.885 3.226 0.267
H 0.394 0.863 2.543 -0.058
H -1.405 0.071 2.699 0.296
H -1.296 2.781 0.967 0.264
H -2.113 1.048 0.559 0.288
H 0.668 2.273 -0.277 0.226
H 0.701 0.419 0.377 0.150
H -0.385 -0.499 -3.029 0.232
H 2.273 -0.179 -1.775 0.262
Yb 1.230 0.388 3.957 1.945

=====

No. 10
93
Properties=species:S:1:pos:R:3:lowdin_charge:R:1 method="wB97M-V/def2-TZVPD" gap_ev=6.62 e_above_lowest_kj_mol=170.2 e_tot_ha=-7673.7299 total_charge=+1
Pb -0.709 -1.557 0.516 1.208
Cl -3.569 -1.084 2.032 0.608
C -3.248 -2.813 2.104 -0.695
C -2.138 -3.304 1.431 -0.347
C -1.959 -4.675 1.527 -0.677
Cl -0.632 -5.433 0.670 0.704
C -2.801 -5.516 2.257 -0.705
Cl -2.510 -7.207 2.350 0.698
C -3.898 -4.969 2.919 -0.706
Cl -4.954 -5.972 3.825 0.708
C -4.134 -3.599 2.835 -0.708
Cl -5.499 -2.911 3.623 0.696
N 1.460 -2.901 0.827 0.017
C 2.132 -2.807 2.096 -0.228
C 3.424 -3.227 2.244 -0.010
C 4.084 -3.155 3.489 -0.057
C 3.440 -2.659 4.582 -0.023
C 2.113 -2.181 4.461 -0.143
C 1.416 -1.602 5.546 0.006
C 0.163 -1.101 5.357 -0.028
C -0.402 -1.172 4.069 -0.137
N 0.203 -1.718 3.045 0.009
C 1.450 -2.244 3.214 -0.172
H 0.956 -3.786 0.760 -0.009
H 2.127 -2.871 0.062 0.102
H 3.947 -3.640 1.389 0.121
H 5.104 -3.508 3.567 0.113
H 3.931 -2.609 5.546 0.120
H 1.897 -1.551 6.516 0.125
H -0.391 -0.643 6.165 0.113
H -1.387 -0.753 3.882 0.092
O 0.335 -0.006 -1.592 -0.486
C 1.252 -0.661 -2.271 -0.385
C 2.548 -0.144 -2.465 -0.053
C 3.514 -0.817 -3.190 -0.077
C 3.231 -2.051 -3.765 -0.098
C 1.969 -2.587 -3.590 -0.044
C 0.983 -1.928 -2.850 -0.103
C -0.321 -2.581 -2.697 -0.312
N -1.020 -2.742 -1.582 -0.029
C -2.162 -3.447 -1.919 -0.136
C -2.142 -3.720 -3.245 -0.061
N -0.965 -3.184 -3.715 0.125
H 2.762 0.814 -2.022 0.056
H 4.501 -0.382 -3.299 0.109
H 3.981 -2.586 -4.331 0.102
H 1.741 -3.562 -4.009 0.115
H -2.897 -3.712 -1.178 0.104
H -2.845 -4.228 -3.880 0.120
H -0.684 -3.138 -4.680 0.166
C -1.845 5.591 0.274 -0.208
Si -2.332 3.791 0.175 0.343
C -3.954 3.624 -0.738 -0.243
C -2.470 3.039 1.880 -0.211
Sb -0.478 2.315 -1.025 1.043
Si 1.446 2.342 0.753 0.396
C 1.548 4.216 0.863 -0.224
C 3.138 1.688 0.340 -0.197
C 0.947 1.567 2.371 -0.202
Si 0.237 3.208 -3.419 0.411
C -0.362 4.966 -3.261 -0.229
C -0.531 2.284 -4.814 -0.204
C 2.092 3.155 -3.449 -0.195
H -2.704 6.163 0.635 0.043
H -1.563 5.996 -0.701 0.018
H -1.017 5.760 0.965 0.018
H -4.569 4.510 -0.558 0.041
H -4.506 2.752 -0.390 0.014
H -3.818 3.517 -1.815 0.026
H -3.236 3.562 2.460 0.050
H -1.530 3.110 2.428 0.013
H -2.759 1.984 1.825 0.011
H 1.333 4.702 -0.094 0.015
H 2.550 4.527 1.170 0.044
H 0.840 4.608 1.597 0.025
H 3.530 2.055 -0.609 0.023
H 3.158 0.597 0.324 0.035
H 3.812 2.032 1.132 0.052
H -0.125 1.579 2.560 0.007
H 1.444 2.103 3.186 0.057
H 1.275 0.527 2.406 0.013
H -1.445 5.016 -3.126 0.032
H -0.113 5.523 -4.168 0.047
H 0.113 5.475 -2.418 0.024
H -1.619 2.349 -4.803 0.037
H -0.268 1.227 -4.781 0.021
H -0.167 2.706 -5.755 0.051
H 2.530 3.498 -2.508 0.028
H 2.461 3.807 -4.247 0.051
H 2.446 2.145 -3.649 0.018
Se -2.498 0.544 -1.031 0.599
C -2.262 -0.004 -2.755 -0.715
N -2.132 -0.328 -3.854 0.119

=====

No. 11
8
Properties=species:S:1:pos:R:3:lowdin_charge:R:1 method="wB97M-V/def2-TZVPD" gap_ev=8.03 e_tot_ha=-1207.4491
Sr 0.368 -1.996 1.006 1.631
F 2.020 -2.815 0.012 -0.824
N 0.133 1.396 -0.436 -0.483
S -0.691 1.361 1.113 0.695
O -2.059 1.810 0.744 -0.482
O -0.750 -0.175 1.413 -0.902
S 0.110 0.127 -1.301 0.829
O 0.869 0.291 -2.553 -0.464

=====

No. 12
80
Properties=species:S:1:pos:R:3:lowdin_charge:R:1 method="wB97M-V/def2-TZVPD" gap_ev=1.07 e_above_lowest_kj_mol=832.6 e_tot_ha=-11612.3749
C 1.466 1.175 4.078 0.003
C 2.472 0.014 3.654 -0.388
O 2.340 -1.105 4.221 0.062
O 3.491 0.110 2.664 -0.040
C 2.956 0.374 1.346 -0.099
C 2.501 -0.931 0.534 -0.216
C 3.826 -1.714 0.105 -0.312
F 4.611 -2.154 1.214 0.094
F 3.575 -2.894 -0.661 0.069
F 4.722 -0.936 -0.691 0.068
O 1.806 -1.959 1.312 -0.099
C 0.349 -1.923 1.125 -0.217
N 0.074 -3.384 0.792 0.086
C 0.907 -4.122 1.463 -0.619
S 1.983 -5.162 2.179 0.727
C -0.059 -0.869 -0.054 -0.292
C -1.031 -1.426 -1.208 -0.436
C -2.394 -2.075 -0.679 -0.307
C -2.738 -3.523 -1.281 -0.469
Br -4.694 -3.510 -1.773 0.630
C -0.358 0.558 0.633 -0.134
P -2.166 1.094 0.659 0.667
O -2.193 2.477 1.358 -0.351
O -2.869 1.291 -0.882 -0.189
O -3.047 0.036 1.691 -0.179
C 1.442 -0.757 -0.683 -0.162
P 1.769 0.535 -2.011 0.679
O 0.598 0.727 -2.992 -0.337
O 3.071 -0.077 -2.966 -0.182
O 2.227 2.056 -1.412 -0.172
H 1.748 2.214 3.701 0.097
H 0.390 0.881 3.784 0.089
H 1.462 1.200 5.229 0.105
H 2.145 1.172 1.460 0.124
H 3.806 0.883 0.752 0.122
H -0.255 -1.636 2.051 0.168
H -1.329 -0.600 -1.946 0.025
H -0.512 -2.267 -1.886 -0.072
H -2.310 -2.151 0.466 0.118
H -3.233 -1.309 -0.922 0.021
H -2.618 -4.297 -0.449 0.102
H -2.106 -3.729 -2.205 0.019
H -0.035 0.481 1.740 0.090
H 0.245 1.430 0.199 0.110
H -3.799 0.958 -0.811 0.010
H -3.898 -0.112 1.208 0.066
H 1.478 -1.735 -1.301 0.147
H 2.967 -1.062 -3.011 0.081
H 2.829 2.420 -2.113 0.100
Cl -1.114 -2.067 -3.343 0.292
C -7.554 2.652 -3.835 -0.210
C -6.760 3.566 -2.899 -0.203
C -6.842 2.964 -1.494 -0.205
S -7.054 1.202 -1.716 0.673
O -8.356 0.828 -1.220 -0.288
O -5.842 0.517 -1.298 -0.415
C -7.115 1.234 -3.499 -0.244
H -7.371 2.891 -4.885 0.125
H -8.626 2.768 -3.644 0.127
H -5.716 3.602 -3.224 0.124
H -7.143 4.588 -2.912 0.124
H -5.931 3.150 -0.923 0.111
H -7.707 3.342 -0.946 0.115
H -7.805 0.472 -3.862 0.115
H -6.106 1.036 -3.872 0.069
Mg -4.179 -1.291 -3.059 0.702
C 6.940 2.643 2.051 -0.437
C 5.552 2.980 1.575 -0.198
N 4.461 3.240 1.201 0.124
H 7.660 3.283 1.545 -0.022
H 7.013 2.805 3.126 0.077
H 7.173 1.577 1.828 -0.096
Br 8.934 1.719 1.684 0.425
C 10.169 -0.480 4.876 -2.028
Cl 10.037 -1.490 3.421 0.500
Cl 8.817 0.672 4.922 0.475
Cl 10.115 -1.513 6.321 0.511
Cl 11.705 0.411 4.841 0.510
Li -4.595 -4.685 -3.709 0.459
Cl -4.060 -7.369 -4.580 -0.718